## w
15
Properties=species:S:1:pos:R:3:nbo_charge:R:1 method="wB97M-V/def2-TZVPD" molar_mass_g_mol=76.1 orbital_gap_ev=10.74 charge=+1
C 0.417 -0.958 -1.659 -0.6865
C 0.787 0.008 -0.590 0.1482
C 1.802 0.928 -0.554 -0.3478
N -0.086 -0.219 0.588 -0.7653
H 0.473 -1.982 -1.228 0.2307
H 1.316 -0.948 -2.358 0.2631
H -0.401 -0.583 -2.200 0.2528
H 1.800 1.515 0.307 0.1955
H 2.630 1.028 -1.201 0.2500
H -0.407 -1.315 0.644 0.4788
H 0.388 0.187 1.423 0.4512
H -0.989 0.462 0.488 0.5052
H -3.200 0.921 1.742 0.5072
H -2.235 0.352 2.750 0.4944
O -2.294 0.604 1.848 -0.9776

***

## x
15
Properties=species:S:1:pos:R:3:nbo_charge:R:1 method="wB97M-V/def2-TZVPD" molar_mass_g_mol=76.1 smiles=C[C@H](O)C[NH3+] orbital_gap_ev=11.66 charge=+1
C -0.050 0.967 0.097 -0.2416
C -0.207 -0.547 0.110 0.0700
C 0.086 -1.253 1.410 -0.6629
O 0.637 -0.995 -1.009 -0.7459
N -0.223 1.410 -1.319 -0.6582
H 0.932 1.264 0.435 0.2349
H -0.843 1.404 0.703 0.2342
H -1.176 -0.852 -0.259 0.1892
H 0.506 -2.233 1.209 0.2492
H 0.645 -0.671 2.117 0.2319
H -0.846 -1.543 1.895 0.2526
H 1.397 -1.419 -0.590 0.4901
H 0.631 1.234 -1.846 0.4671
H -0.998 0.855 -1.679 0.4458
H -0.491 2.377 -1.274 0.4434

***

Tell me which of them is the least stable. Sure, it is w.

***

## w
15
Properties=species:S:1:pos:R:3:nbo_charge:R:1 method="wB97M-V/def2-TZVPD" molar_mass_g_mol=76.1 orbital_gap_ev=9.63 charge=+1
C -2.771 0.159 0.250 -0.2478
O -1.541 -0.581 -0.017 -0.7732
H -2.527 0.792 1.098 0.1971
H -3.098 0.760 -0.611 0.1882
H -3.522 -0.572 0.493 0.1956
H -1.749 -1.101 -0.812 0.4832
C 1.588 1.234 -0.602 -0.4359
C 2.013 -0.819 0.557 0.1368
N 1.188 -0.079 -0.068 -0.4048
H 1.060 2.072 -0.139 0.2587
H 1.408 1.244 -1.677 0.2397
H 2.649 1.377 -0.406 0.2290
H 3.075 -0.722 0.330 0.2153
H 1.721 -1.432 1.414 0.2399
H 0.203 -0.360 -0.254 0.4783

***

## x
15
Properties=species:S:1:pos:R:3:nbo_charge:R:1 method="wB97M-V/def2-TZVPD" molar_mass_g_mol=76.1 smiles=C[C@@H](O)C[NH3+] orbital_gap_ev=11.58 charge=+1
C -1.052 -0.304 0.282 -0.2390
C 0.008 0.564 -0.441 0.0720
C 0.279 1.876 0.321 -0.6332
O 1.169 -0.246 -0.679 -0.7466
N -0.444 -1.691 0.496 -0.6669
H -1.308 0.154 1.236 0.2355
H -1.987 -0.499 -0.235 0.2352
H -0.341 0.795 -1.453 0.1923
H 0.970 1.670 1.129 0.2319
H -0.675 2.219 0.729 0.2201
H 0.583 2.656 -0.369 0.2432
H 1.451 -0.034 -1.580 0.5042
H -1.224 -2.204 0.877 0.4408
H 0.254 -1.679 1.236 0.4441
H 0.021 -2.035 -0.330 0.4663

***

Tell me which of them is the least stable. Sure, it is w.

***

## w
15
Properties=species:S:1:pos:R:3:nbo_charge:R:1 method="wB97M-V/def2-TZVPD" molar_mass_g_mol=76.1 orbital_gap_ev=11.30 charge=+1
C -0.365 -0.363 -2.115 -0.6089
C -0.574 -0.647 -0.627 -0.2512
C 1.540 -0.633 0.531 0.1265
N 0.437 -0.054 0.247 -0.3968
H -0.354 0.718 -2.277 0.2280
H 0.522 -0.873 -2.471 0.2245
H -1.237 -0.753 -2.624 0.2492
H -1.573 -0.409 -0.271 0.2422
H -0.512 -1.742 -0.518 0.2196
H 2.241 -0.014 1.084 0.2236
H 1.714 -1.698 0.428 0.2307
H 0.200 0.727 0.876 0.4818
H -0.558 1.501 3.238 0.5040
H -0.931 2.566 2.219 0.5043
O -0.552 1.674 2.281 -0.9773

***

## x
15
Properties=species:S:1:pos:R:3:nbo_charge:R:1 method="wB97M-V/def2-TZVPD" molar_mass_g_mol=76.1 orbital_gap_ev=6.19 charge=+1
O 1.242 -2.449 -0.969 -0.6896
C 1.053 -1.553 0.111 0.0589
C -0.221 -0.566 -0.213 -0.3704
N -0.348 0.463 0.750 0.0662
C -1.536 3.628 0.248 -0.8532
H 1.998 -3.031 -0.863 0.5261
H 0.818 -2.040 1.080 0.2106
H 1.937 -0.900 0.188 0.2203
H -1.090 -1.241 -0.188 0.3136
H -0.114 -0.194 -1.249 0.2854
H -0.730 0.180 1.644 0.3615
H -2.608 3.314 0.184 0.2201
H -1.193 4.120 -0.715 0.2335
H -0.975 2.743 0.514 0.1847
H -1.322 4.342 1.034 0.2322

***

Tell me which of them is the least stable. Sure, it is x.

***

## w
15
Properties=species:S:1:pos:R:3:nbo_charge:R:1 method="wB97M-V/def2-TZVPD" molar_mass_g_mol=76.1 orbital_gap_ev=6.67 charge=+1
O 1.359 -1.707 0.438 -0.6002
C 0.145 -2.304 0.189 0.0616
C -0.952 -1.332 -0.522 -0.3602
N -0.931 -0.134 0.109 -0.0508
C 0.729 2.989 0.024 -0.8478
H 1.282 -0.780 0.587 0.5043
H 0.209 -3.139 -0.508 0.2449
H -0.345 -2.634 1.109 0.2258
H -1.918 -1.841 -0.541 0.2504
H -0.594 -1.163 -1.554 0.3465
H -1.782 0.019 0.683 0.3760
H 1.187 3.458 -0.847 0.2328
H -0.332 3.073 -0.230 0.2055
H 0.940 3.547 0.924 0.2309
H 1.004 1.949 0.138 0.1804

***

## x
15
Properties=species:S:1:pos:R:3:nbo_charge:R:1 method="wB97M-V/def2-TZVPD" molar_mass_g_mol=76.1 orbital_gap_ev=10.60 charge=+1
C -0.760 -0.439 -1.453 -0.3828
N -0.731 1.136 -1.022 -0.7145
H -0.055 -0.417 -2.309 0.2169
H -1.752 -0.581 -1.872 0.2420
H -0.307 -1.101 -0.683 0.2632
H -1.490 1.741 -1.312 0.4363
H -0.617 1.221 0.005 0.4679
H 0.080 1.436 -1.556 0.4330
C 1.758 -0.323 1.194 -0.4455
C 0.568 -0.795 1.563 0.1027
O -0.620 -0.033 1.339 -0.7820
H 2.058 0.705 1.446 0.2266
H 2.519 -1.079 1.025 0.2358
H 0.246 -1.846 1.454 0.1914
H -0.898 0.376 2.180 0.5090

***

Tell me which of them is the least stable. Sure, it is w.

***

## w
15
Properties=species:S:1:pos:R:3:nbo_charge:R:1 method="wB97M-V/def2-TZVPD" molar_mass_g_mol=76.1 orbital_gap_ev=10.23 charge=+1
C -2.048 -0.641 -2.011 0.1371
N -1.388 0.147 -1.280 -0.5836
H -1.881 -1.710 -2.010 0.2253
H -2.981 -0.346 -2.498 0.2281
H -0.542 -0.120 -0.636 0.4652
H -1.545 1.148 -1.211 0.4278
C 1.517 0.312 0.779 -0.0791
O 0.593 -0.700 0.212 -0.7438
C 1.196 0.852 2.172 -0.6554
H 2.491 -0.205 0.810 0.1979
H 1.521 1.170 0.075 0.1743
H 1.232 -1.250 -0.237 0.5018
H 0.107 0.721 2.359 0.2246
H 1.756 0.322 2.943 0.2394
H 1.211 1.937 2.230 0.2404

***

## x
15
Properties=species:S:1:pos:R:3:nbo_charge:R:1 method="wB97M-V/def2-TZVPD" molar_mass_g_mol=76.1 orbital_gap_ev=8.20 charge=+1
C -0.669 -2.026 0.671 0.1621
N -0.040 -1.607 1.683 -0.5473
H -0.311 -2.804 0.005 0.2390
H -1.515 -1.495 0.256 0.2379
H -0.431 -0.903 2.307 0.4559
H 0.765 -2.093 2.033 0.4417
C 0.689 1.503 -0.725 -0.0757
O 0.709 1.245 0.677 -0.7611
C -0.483 0.788 -1.347 -0.6207
H 0.612 2.594 -0.852 0.1808
H 1.614 1.302 -1.271 0.1750
H 1.451 1.688 1.093 0.4867
H -0.790 -0.015 -0.685 0.1591
H -1.397 1.363 -1.496 0.2336
H -0.203 0.461 -2.348 0.2329

***

Tell me which of them is the least stable. Sure, it is x.

***

## w
15
Properties=species:S:1:pos:R:3:nbo_charge:R:1 method="wB97M-V/def2-TZVPD" molar_mass_g_mol=76.1 orbital_gap_ev=11.40 charge=+1
C 1.039 2.080 0.392 -0.6793
C 0.662 0.633 0.269 0.1299
C 1.311 -0.380 0.803 -0.3497
N -0.350 0.323 -0.796 -0.6835
H 0.393 2.550 1.137 0.2529
H 2.097 2.184 0.594 0.2650
H 0.901 2.691 -0.500 0.2355
H 1.243 -1.421 0.512 0.2213
H 2.006 -0.228 1.613 0.2465
H -0.495 1.128 -1.402 0.4424
H -1.243 0.122 -0.380 0.4636
H -0.031 -0.487 -1.297 0.4502
H -1.695 -2.813 -0.994 0.4819
H -1.900 -2.610 0.466 0.4865
O -2.052 -2.160 -0.374 -0.9632

***

## x
15
Properties=species:S:1:pos:R:3:nbo_charge:R:1 method="wB97M-V/def2-TZVPD" molar_mass_g_mol=76.1 orbital_gap_ev=10.80 charge=+1
C -1.715 -1.168 1.433 -0.6586
C -0.989 -0.439 0.361 -0.0955
C -0.264 -0.991 -0.603 -0.1176
N 0.591 -0.014 -1.432 -0.7252
H -1.390 -0.723 2.381 0.2572
H -2.776 -0.905 1.411 0.2519
H -1.573 -2.240 1.340 0.2427
H -1.160 0.637 0.273 0.2071
H -0.617 -1.756 -1.274 0.2385
H -0.056 0.389 -2.116 0.4278
H 0.798 0.762 -0.782 0.4859
H 1.220 -0.637 -1.934 0.4594
H 2.700 2.325 0.448 0.5119
H 1.323 1.999 1.037 0.4874
O 1.826 1.986 0.214 -0.9728

***

Tell me which of them is the least stable. Sure, it is x.

***

## w
15
Properties=species:S:1:pos:R:3:nbo_charge:R:1 method="wB97M-V/def2-TZVPD" molar_mass_g_mol=76.1 orbital_gap_ev=11.69 charge=+1
C 1.363 -1.686 1.529 -0.2585
O 1.455 -0.690 0.419 -0.7765
H 1.875 -2.596 1.243 0.2101
H 1.806 -1.254 2.429 0.2042
H 0.315 -1.689 1.794 0.1919
H 1.501 -1.334 -0.294 0.4909
C -1.398 0.932 -0.437 -0.0767
C -1.887 0.401 -1.549 -0.3222
N 0.002 1.372 -0.361 -0.7250
H -2.057 1.372 0.300 0.2340
H -2.946 0.421 -1.746 0.2535
H -1.173 0.200 -2.345 0.2076
H 0.200 1.839 -1.238 0.4381
H 0.143 2.030 0.405 0.4419
H 0.800 0.682 -0.150 0.4867

***

## x
15
Properties=species:S:1:pos:R:3:nbo_charge:R:1 method="wB97M-V/def2-TZVPD" molar_mass_g_mol=76.1 orbital_gap_ev=10.40 charge=+1
C -1.536 0.412 -2.094 -0.4442
N -1.646 1.216 -0.790 -0.7104
H -2.610 0.226 -2.513 0.2611
H -0.707 0.784 -2.748 0.2574
H -1.225 -0.587 -1.925 0.2409
H -1.168 0.738 0.040 0.4863
H -2.570 1.491 -0.427 0.4491
H -1.161 2.115 -0.834 0.4420
O 0.248 0.085 1.412 -0.6132
C 1.391 -0.368 1.487 0.4838
C 1.953 -1.465 0.525 -0.7436
H 2.131 -0.138 2.349 0.1466
H 2.276 -1.125 -0.486 0.2525
H 0.966 -2.081 0.320 0.2370
H 2.758 -2.088 0.954 0.2547

***

Tell me which of them is the least stable. Sure, it is w.

***

## w
15
Properties=species:S:1:pos:R:3:nbo_charge:R:1 method="wB97M-V/def2-TZVPD" molar_mass_g_mol=76.1 orbital_gap_ev=8.87 charge=+1
C 2.104 0.260 -0.965 0.1750
N 1.884 -0.828 -1.680 -0.5661
H 2.966 0.832 -1.195 0.2299
H 1.209 0.615 -0.487 0.2576
H 1.064 -1.342 -1.542 0.4441
H 2.488 -1.234 -2.426 0.4462
C -1.451 0.260 0.228 -0.1002
O -0.388 -0.779 0.007 -0.8041
C -1.284 0.620 1.772 -0.6577
H -2.428 -0.129 0.073 0.1969
H -1.542 1.062 -0.514 0.2000
H -0.811 -1.600 0.190 0.4927
H -1.547 1.721 1.930 0.2287
H -0.260 0.519 2.150 0.2220
H -2.004 0.023 2.459 0.2350

***

## x
15
Properties=species:S:1:pos:R:3:nbo_charge:R:1 method="wB97M-V/def2-TZVPD" molar_mass_g_mol=76.1 orbital_gap_ev=7.13 charge=+1
C 0.951 1.955 5.410 -0.4061
N 0.821 2.766 4.111 -0.6788
H 0.537 2.509 6.236 0.2459
H 2.021 1.838 5.565 0.2388
H 0.470 1.015 5.212 0.2382
H -0.139 3.117 4.097 0.4583
H 1.643 3.352 3.965 0.4606
H 0.846 2.056 3.379 0.4431
O -0.849 -1.703 -3.879 -0.5280
C -1.230 -2.580 -4.608 0.4502
C -0.892 -2.716 -6.070 -0.7285
H -1.765 -3.455 -4.191 0.0959
H -1.662 -3.312 -6.552 0.2254
H -0.881 -1.739 -6.545 0.2362
H 0.128 -3.101 -6.130 0.2487

***

Tell me which of them is the least stable. Sure, it is w.